C18H26N2O5S | the ωB97M-V functional and the def2-TZVPD basis

Output
ΔE to the lowest compared entry with this formula, charge and spin: 0.0 kJ/mol
HOMO level: -8.892 eV
Total charge: 0
Electronic energy: -43142.043 eV

Each line ends with the Löwdin charge.
Positions of all 52 atoms, in Å:
C (-3.47, -2.23, -1.35)  -0.054
C (-3.09, -1.52, -0.07)  -0.198
O (-3.58, -0.17, -0.05)  -0.026
C (-4.81, 0.02, 0.42)  -0.485
O (-5.54, -0.86, 0.79)  0.119
C (-5.17, 1.49, 0.47)  -0.069
C (-4.23, 2.38, -0.34)  -0.091
C (-2.83, 2.33, 0.28)  -0.473
O (-2.66, 2.44, 1.47)  0.090
N (-1.83, 2.18, -0.64)  0.136
C (-0.46, 2.06, -0.42)  -0.204
C (0.12, 2.17, 0.84)  0.017
C (1.49, 2.02, 0.98)  -0.056
C (2.27, 1.77, -0.13)  -0.276
S (4.04, 1.52, 0.06)  0.670
O (4.45, 2.20, 1.25)  -0.280
O (4.67, 1.84, -1.18)  -0.283
N (4.30, -0.10, 0.32)  -0.237
C (3.92, -0.65, 1.60)  -0.183
C (2.53, -1.28, 1.58)  -0.142
C (2.43, -2.31, 0.45)  -0.380
C (1.03, -2.91, 0.39)  -0.066
C (2.78, -1.63, -0.88)  -0.144
C (4.17, -1.00, -0.79)  -0.184
C (1.71, 1.68, -1.39)  -0.070
C (0.35, 1.82, -1.54)  -0.008
H (-3.03, -3.23, -1.35)  0.078
H (-3.10, -1.68, -2.22)  0.076
H (-4.55, -2.32, -1.42)  0.078
H (-2.00, -1.42, 0.03)  0.109
H (-3.49, -2.05, 0.80)  0.126
H (-5.11, 1.79, 1.52)  0.134
H (-6.21, 1.61, 0.15)  0.130
H (-4.21, 2.06, -1.38)  0.117
H (-4.58, 3.41, -0.29)  0.130
H (-2.11, 2.08, -1.60)  0.141
H (-0.50, 2.37, 1.69)  0.105
H (1.96, 2.12, 1.94)  0.121
H (3.99, 0.16, 2.32)  0.113
H (4.67, -1.41, 1.87)  0.132
H (1.78, -0.50, 1.43)  0.102
H (2.34, -1.76, 2.54)  0.122
H (3.15, -3.11, 0.64)  0.143
H (0.96, -3.65, -0.41)  0.078
H (0.29, -2.14, 0.20)  0.061
H (0.78, -3.40, 1.33)  0.079
H (2.04, -0.87, -1.10)  0.101
H (2.77, -2.37, -1.69)  0.121
H (4.40, -0.42, -1.69)  0.112
H (4.93, -1.78, -0.68)  0.132
H (2.36, 1.51, -2.24)  0.118
H (-0.10, 1.75, -2.52)  0.114

C4H10O2 | the ωB97M-V functional and the def2-TZVPD basis

Output
ΔE to the lowest compared entry with this formula, charge and spin: 246.3 kJ/mol
HOMO level: -8.723 eV
Total charge: 0
Electronic energy: -8402.994 eV

Each line ends with the Löwdin charge.
Positions of all 16 atoms, in Å:
C (-0.63, -0.10, -1.36)  0.020
C (-1.04, -0.22, -0.09)  -0.512
C (-1.98, 0.74, 0.58)  -0.050
O (-0.66, -1.22, 0.75)  0.012
H (0.02, -0.83, -1.82)  0.052
H (-0.98, 0.73, -1.97)  0.058
H (-1.57, 1.05, 1.55)  0.079
H (-2.94, 0.25, 0.78)  0.086
H (-2.15, 1.62, -0.04)  0.080
H (0.00, -1.77, 0.30)  0.072
H (1.31, 2.01, 0.79)  0.057
H (0.91, 1.61, 0.31)  0.027
C (2.43, -0.95, 0.06)  -0.118
O (1.87, -1.89, -0.45)  -0.026
H (2.05, -0.47, 0.97)  0.072
H (3.36, -0.54, -0.38)  0.091

C19H23N3O6 | the ωB97M-V functional and the def2-TZVPD basis

Output
ΔE to the lowest compared entry with this formula, charge and spin: 33.0 kJ/mol
HOMO level: -9.051 eV
Total charge: 0
Electronic energy: -36833.732 eV

Each line ends with the Löwdin charge.
Positions of all 51 atoms, in Å:
C (3.73, 2.78, -1.95)  -0.047
C (3.10, 1.61, -2.70)  -0.198
O (2.96, 0.47, -1.84)  0.022
C (1.85, 0.39, -1.12)  -0.427
O (0.92, 1.14, -1.22)  0.110
C (1.89, -0.80, -0.22)  -0.041
C (1.76, -0.74, 1.11)  -0.134
C (1.65, 0.53, 1.92)  -0.059
O (0.54, 1.32, 1.52)  0.026
C (0.79, 2.54, 1.03)  -0.475
O (1.88, 3.03, 0.94)  0.105
C (-0.51, 3.23, 0.63)  -0.056
N (-1.43, 2.29, 0.05)  0.079
C (-2.48, 1.81, 0.77)  -0.448
O (-2.87, 2.33, 1.79)  0.072
C (-3.15, 0.63, 0.15)  -0.131
C (-4.53, 0.49, 0.30)  -0.007
C (-5.19, -0.60, -0.24)  -0.035
C (-4.48, -1.59, -0.92)  -0.276
C (-5.20, -2.78, -1.48)  -0.051
C (-3.10, -1.46, -1.03)  -0.038
C (-2.44, -0.37, -0.51)  -0.016
N (1.82, -1.90, 1.85)  0.167
C (2.35, -3.09, 1.37)  -0.542
O (2.60, -4.02, 2.10)  0.073
N (2.61, -3.09, 0.04)  0.130
C (2.05, -2.14, -0.91)  -0.287
C (0.70, -2.63, -1.45)  -0.024
H (4.71, 2.50, -1.59)  0.082
H (3.82, 3.63, -2.62)  0.081
H (3.11, 3.05, -1.10)  0.058
H (2.11, 1.88, -3.08)  0.121
H (3.73, 1.27, -3.52)  0.125
H (2.56, 1.13, 1.80)  0.144
H (1.51, 0.29, 2.98)  0.140
H (-0.98, 3.64, 1.53)  0.140
H (-0.27, 4.04, -0.07)  0.139
H (-1.06, 1.75, -0.72)  0.106
H (-5.07, 1.26, 0.83)  0.119
H (-6.26, -0.69, -0.13)  0.114
H (-4.58, -3.31, -2.20)  0.074
H (-5.46, -3.47, -0.68)  0.085
H (-6.12, -2.47, -1.97)  0.079
H (-2.54, -2.23, -1.54)  0.102
H (-1.37, -0.31, -0.59)  0.094
H (1.73, -1.86, 2.86)  0.156
H (2.95, -3.96, -0.34)  0.156
H (2.76, -2.03, -1.74)  0.150
H (0.30, -1.90, -2.16)  0.083
H (-0.01, -2.74, -0.63)  0.084
H (0.81, -3.58, -1.95)  0.080

C37H26ClCuN5O9PS | the ωB97M-V functional and the def2-TZVPD basis

Output
HOMO level (alpha / beta): -5.661 / -5.661 eV
Total charge: -1
Electronic energy: -141958.155 eV
Spin multiplicity: 2

Each line ends with the Löwdin charge.
Positions of all 81 atoms, in Å:
Cu (0.70, 1.46, -0.04)  0.488
O (3.13, 0.80, 2.53)  0.060
C (2.68, 0.26, 1.53)  -0.610
O (2.52, 0.79, 0.36)  -0.134
C (2.26, -1.20, 1.61)  -0.156
C (2.81, -1.98, 2.62)  -0.037
C (2.50, -3.32, 2.72)  -0.086
C (1.59, -3.88, 1.84)  -0.083
C (1.02, -3.10, 0.85)  -0.065
C (1.36, -1.76, 0.70)  -0.262
P (0.74, -0.82, -0.76)  1.154
C (2.04, -1.12, -2.01)  -0.324
C (3.27, -1.68, -1.66)  -0.071
C (4.25, -1.85, -2.63)  -0.086
C (4.01, -1.46, -3.94)  -0.095
C (2.79, -0.91, -4.28)  -0.072
C (1.80, -0.72, -3.32)  -0.083
C (-0.67, -1.83, -1.31)  -0.365
C (-1.92, -1.54, -0.79)  -0.095
C (-3.03, -2.29, -1.17)  -0.072
C (-2.89, -3.32, -2.09)  -0.080
C (-1.64, -3.60, -2.62)  -0.070
C (-0.53, -2.86, -2.24)  -0.084
H (3.50, -1.50, 3.30)  0.120
H (2.96, -3.93, 3.50)  0.102
H (1.32, -4.93, 1.92)  0.102
H (0.31, -3.56, 0.17)  0.099
H (3.46, -1.98, -0.64)  0.104
H (5.20, -2.28, -2.35)  0.098
H (4.78, -1.59, -4.69)  0.096
H (2.58, -0.62, -5.31)  0.106
H (0.83, -0.31, -3.60)  0.078
H (-2.05, -0.70, -0.12)  0.073
H (-4.01, -2.03, -0.79)  0.104
H (-3.75, -3.88, -2.41)  0.101
H (-1.53, -4.38, -3.36)  0.104
H (0.44, -3.07, -2.68)  0.110
O (1.40, 5.71, 3.85)  0.118
C (1.07, 4.64, 4.53)  -0.514
O (1.04, 4.62, 5.74)  0.061
C (0.69, 3.43, 3.74)  -0.035
C (0.20, 2.25, 4.28)  -0.569
Cl (-0.14, 1.84, 5.89)  0.818
N (-0.08, 1.40, 3.27)  -0.051
N (0.23, 1.96, 2.08)  0.131
C (0.69, 3.17, 2.35)  -0.095
C (1.22, 3.98, 1.19)  -0.520
O (1.48, 5.18, 1.37)  0.054
O (1.36, 3.34, 0.12)  -0.037
C (-0.59, 0.07, 3.36)  -0.210
C (-1.76, -0.25, 2.70)  -0.014
C (-2.24, -1.55, 2.76)  -0.072
C (-1.56, -2.51, 3.49)  -0.075
C (-0.39, -2.17, 4.16)  -0.071
C (0.11, -0.88, 4.09)  -0.036
H (1.40, 5.55, 2.85)  0.052
H (-2.30, 0.52, 2.16)  0.096
H (-3.15, -1.81, 2.23)  0.105
H (-1.93, -3.52, 3.54)  0.105
H (0.16, -2.92, 4.71)  0.108
H (1.05, -0.60, 4.56)  0.119
O (-3.10, -0.29, -4.15)  -0.037
N (-1.87, -0.29, -4.28)  -0.583
O (-1.32, -0.72, -5.31)  -0.049
O (-1.15, 0.19, -3.35)  -0.130
N (1.33, 2.70, -2.81)  0.149
C (0.00, 2.66, -2.56)  -0.666
N (-0.51, 2.19, -1.46)  0.013
C (-1.89, 2.29, -1.46)  -0.292
C (-2.73, 1.91, -0.43)  -0.029
C (-4.10, 2.03, -0.59)  -0.078
C (-4.63, 2.53, -1.78)  -0.090
C (-3.80, 2.93, -2.81)  -0.081
C (-2.43, 2.81, -2.63)  -0.458
S (-1.15, 3.22, -3.74)  1.123
H (1.94, 2.67, -2.01)  0.096
H (1.65, 3.24, -3.59)  0.103
H (-2.30, 1.54, 0.49)  0.068
H (-4.77, 1.73, 0.21)  0.099
H (-5.71, 2.60, -1.90)  0.099
H (-4.21, 3.31, -3.74)  0.110

C28H28N6O4S | the ωB97M-V functional and the def2-TZVPD basis

Output
ΔE to the lowest compared entry with this formula, charge and spin: 14.7 kJ/mol
HOMO level: -8.203 eV
Total charge: 0
Electronic energy: -57458.878 eV

Each line ends with the Löwdin charge.
Positions of all 67 atoms, in Å:
C (-1.48, 0.05, -3.06)  -0.064
O (-0.87, 0.15, -1.80)  -0.085
C (0.03, 1.14, -1.59)  -0.259
C (0.50, 2.01, -2.57)  -0.013
C (1.38, 3.03, -2.25)  -0.065
C (1.80, 3.21, -0.94)  -0.072
C (1.35, 2.35, 0.04)  -0.037
C (0.49, 1.31, -0.27)  -0.247
N (0.11, 0.37, 0.71)  0.073
C (-1.18, 0.21, 1.12)  -0.412
O (-1.52, -0.76, 1.81)  0.021
C (-2.15, 1.24, 0.80)  -0.296
S (-1.88, 2.79, 0.07)  1.131
N (-3.43, 3.25, 0.17)  -0.257
C (-4.19, 2.32, 0.72)  -0.259
C (-5.63, 2.54, 0.94)  -0.486
N (-6.08, 3.74, 0.50)  0.175
O (-6.35, 1.71, 1.47)  0.050
C (-3.51, 1.13, 1.11)  -0.267
N (-4.12, 0.07, 1.66)  0.174
C (1.08, -0.66, 1.11)  -0.105
C (0.98, -1.85, 0.12)  -0.411
O (1.72, -2.01, -0.83)  0.083
N (-0.01, -2.68, 0.46)  0.128
C (-0.40, -3.81, -0.35)  -0.301
C (-1.41, -3.41, -1.43)  -0.130
C (-2.72, -3.25, -0.66)  -0.175
C (-2.62, -4.23, 0.53)  -0.173
C (-1.19, -4.80, 0.49)  -0.138
C (2.47, -0.10, 1.23)  -0.170
C (2.99, 0.14, 2.52)  -0.015
C (4.24, 0.67, 2.70)  -0.003
C (5.04, 0.99, 1.58)  -0.230
N (6.26, 1.52, 1.78)  0.107
C (6.99, 1.81, 0.74)  -0.145
C (6.59, 1.59, -0.59)  -0.057
C (5.36, 1.05, -0.82)  -0.009
C (4.53, 0.73, 0.28)  -0.135
C (3.24, 0.18, 0.13)  0.017
H (-1.94, 1.00, -3.35)  0.101
H (-0.77, -0.26, -3.83)  0.104
H (-2.26, -0.71, -2.95)  0.092
H (0.18, 1.90, -3.60)  0.108
H (1.73, 3.69, -3.03)  0.108
H (2.47, 4.02, -0.69)  0.109
H (1.67, 2.48, 1.07)  0.134
H (-5.43, 4.38, 0.09)  0.091
H (-7.04, 3.99, 0.62)  0.116
H (-3.53, -0.66, 2.03)  0.091
H (-5.10, 0.18, 1.91)  0.092
H (0.75, -1.01, 2.09)  0.151
H (-0.69, -2.35, 1.14)  0.111
H (0.52, -4.23, -0.78)  0.148
H (-1.10, -2.50, -1.93)  0.090
H (-1.49, -4.21, -2.17)  0.119
H (-3.58, -3.46, -1.28)  0.104
H (-2.81, -2.23, -0.29)  0.090
H (-2.80, -3.71, 1.47)  0.099
H (-3.36, -5.03, 0.45)  0.102
H (-1.18, -5.78, 0.01)  0.113
H (-0.76, -4.92, 1.49)  0.112
H (2.38, -0.09, 3.38)  0.116
H (4.64, 0.87, 3.68)  0.111
H (7.97, 2.23, 0.95)  0.104
H (7.25, 1.85, -1.40)  0.099
H (5.00, 0.86, -1.82)  0.118
H (2.88, -0.02, -0.86)  0.123

C6H12N2 | the ωB97M-V functional and the def2-TZVPD basis

Output
ΔE to the lowest compared entry with this formula, charge and spin: 209.1 kJ/mol
HOMO level: -7.201 eV
Total charge: 0
Electronic energy: -9394.683 eV

Each line ends with the Löwdin charge.
Positions of all 20 atoms, in Å:
C (-0.80, -1.75, 0.82)  -0.117
N (-0.54, -0.75, -0.20)  -0.023
C (-1.31, 0.38, -0.28)  -0.440
N (-2.67, 0.45, -0.08)  0.135
C (-0.37, 1.35, -0.57)  -0.052
C (0.80, 0.48, -0.36)  -0.378
C (1.76, 0.29, -1.50)  -0.038
C (1.45, 0.44, 1.01)  -0.064
H (-1.52, -2.49, 0.45)  0.075
H (-1.18, -1.34, 1.77)  0.077
H (0.13, -2.28, 1.03)  0.076
H (-3.13, -0.38, 0.25)  0.084
H (-3.04, 1.32, 0.26)  0.094
H (-0.44, 2.23, -1.17)  0.085
H (2.80, 0.48, -1.24)  0.074
H (1.51, 0.95, -2.34)  0.078
H (1.68, -0.72, -1.89)  0.086
H (2.17, 1.26, 1.07)  0.086
H (1.98, -0.49, 1.17)  0.079
H (0.71, 0.58, 1.80)  0.081

> Which value of electronic energy does entry 4 give?

-141958.155 eV

> The lowest electronic energy belongs to which entry?

C37H26ClCuN5O9PS